{"formula": "C7H11NOS", "method": "ωB97M-V with the def2-TZVPD basis set", "spin_multiplicity": 1, "homo_energy_ev": -8.59, "de_lowest_kj_mol": 209.4, "lumo_energy_ha": 0.022, "smiles": "C=C(CC)SCCN=C=O", "homo_lumo_gap_ev": 9.2, "e_tot_ha": -801.40931, "symbols": ["C", "C", "C", "C", "S", "C", "C", "N", "C", "O", "H", "H", "H", "H", "H", "H", "H", "H", "H", "H", "H"], "positions_angstrom": [[0.888, -0.290, 1.745], [1.098, -0.224, 0.411], [2.410, 0.256, -0.215], [2.159, 1.586, -1.063], [-0.110, -0.582, -0.854], [-1.474, -1.550, 0.024], [-2.854, -1.012, -0.205], [-2.924, 0.293, 0.115], [-2.208, 1.221, 0.027], [-1.905, 2.302, 0.137], [1.676, -0.422, 2.370], [-0.054, -0.570, 2.067], [3.157, 0.470, 0.523], [2.838, -0.435, -1.044], [1.741, 2.291, -0.344], [1.308, 1.282, -1.858], [3.180, 1.944, -1.534], [-1.010, -1.440, 1.058], [-1.261, -2.408, -0.546], [-3.196, -1.015, -1.194], [-3.457, -1.695, 0.382]], "mulliken_charge": [-1.17, 0.77, -0.83, -0.94, -0.15, -0.74, -0.30, -0.37, 0.57, -0.41, 0.32, 0.49, 0.38, 0.24, 0.30, 0.30, 0.31, 0.24, 0.39, 0.33, 0.28]}